The following is a quantum chemistry calculation of a molecular structure, C38H32CdN2P2S2, from OMol25.

As for the energy above the lowest of the compared OMol25 structures with the same formula, charge and spin: 0.00 kcal per mole. As for the spin multiplicity: 1. For the orbital gap, the calculation gives 0.2533 Eh. Its HOMO energy is -6.72 eV. Its total charge is 0. Its electronic energy is -87720.527 eV. The LUMO energy comes out at 0.00629 hartree.

Element x y z (Å)
Cd (-0.70, -0.66, -0.70)
S (-2.16, -2.51, -1.14)
C (-3.43, -1.56, -1.94)
C (-4.49, -2.31, -2.45)
C (-5.56, -1.74, -3.12)
C (-5.59, -0.36, -3.29)
C (-4.55, 0.41, -2.79)
C (-3.46, -0.16, -2.11)
S (-2.22, 1.00, -1.58)
H (-4.47, -3.39, -2.32)
H (-6.36, -2.36, -3.49)
H (-6.41, 0.12, -3.80)
H (-4.56, 1.48, -2.92)
C (2.45, 0.43, 2.76)
N (1.35, 0.07, 1.86)
P (-0.29, -0.10, 2.36)
C (-0.72, 1.55, 3.01)
C (-0.30, 2.07, 4.23)
C (-0.59, 3.38, 4.57)
C (-1.30, 4.19, 3.69)
C (-1.74, 3.68, 2.48)
C (-1.45, 2.36, 2.14)
C (-0.12, -1.13, 3.85)
C (0.82, -2.15, 3.87)
C (0.89, -3.02, 4.95)
C (0.01, -2.89, 6.01)
C (-0.95, -1.89, 5.98)
C (-1.02, -1.01, 4.91)
P (1.60, -0.11, 0.20)
C (2.94, -1.32, 0.01)
C (2.59, -2.62, -0.35)
C (3.57, -3.60, -0.44)
C (4.89, -3.29, -0.18)
C (5.25, -1.99, 0.17)
C (4.27, -1.01, 0.26)
C (2.29, 1.47, -0.36)
C (3.13, 1.53, -1.47)
C (3.56, 2.77, -1.94)
C (3.14, 3.93, -1.32)
C (2.30, 3.87, -0.22)
C (1.87, 2.64, 0.26)
H (2.06, 0.72, 3.73)
H (3.02, 1.26, 2.35)
H (3.12, -0.42, 2.90)
H (0.24, 1.44, 4.94)
H (-0.26, 3.78, 5.52)
H (-1.53, 5.21, 3.96)
H (-2.31, 4.29, 1.80)
H (-1.80, 1.96, 1.19)
H (1.51, -2.28, 3.04)
H (1.64, -3.81, 4.96)
H (0.06, -3.57, 6.85)
H (-1.66, -1.79, 6.80)
H (-1.78, -0.24, 4.89)
H (1.56, -2.86, -0.58)
H (3.29, -4.61, -0.73)
H (5.65, -4.05, -0.26)
H (6.28, -1.75, 0.37)
H (4.56, 0.01, 0.52)
H (3.43, 0.63, -1.98)
H (4.20, 2.81, -2.81)
H (3.48, 4.89, -1.69)
H (1.97, 4.78, 0.27)
H (1.21, 2.60, 1.12)
N (1.22, -0.64, -3.03)
C (0.31, -0.55, -3.73)
C (-0.85, -0.44, -4.58)
C (-1.70, -1.54, -4.69)
C (-2.84, -1.44, -5.47)
C (-3.13, -0.25, -6.12)
C (-2.28, 0.84, -6.00)
C (-1.14, 0.75, -5.23)
H (-1.48, -2.44, -4.13)
H (-3.51, -2.28, -5.54)
H (-4.03, -0.17, -6.71)
H (-2.53, 1.77, -6.49)
H (-0.49, 1.60, -5.10)


The following is a quantum chemistry calculation of a molecular structure, C38H32IrN6OS2 in a non-equilibrium geometry, from OMol25.

As for the spin multiplicity: 2. For the orbital gap (alpha / beta), the calculation gives 0.1883 / 0.1875 Eh. Its HOMO energy (alpha / beta) is -17.27 / -17.27 eV. Its total charge is +4. Its electronic energy is -75387.508 eV. The LUMO energy (alpha / beta) comes out at -0.44628 / -0.44705 hartree.

Element x y z (Å)
Ir (0.23, -0.34, -0.34)
S (-0.43, -2.29, -1.31)
C (0.92, -3.00, -2.13)
N (0.91, -4.20, -2.58)
C (2.14, -4.75, -3.21)
C (2.82, -3.67, -3.99)
N (3.05, -2.50, -3.11)
C (4.36, -1.80, -3.28)
C (5.47, -2.70, -2.80)
C (5.59, -3.00, -1.44)
C (6.59, -3.85, -1.01)
C (7.48, -4.40, -1.93)
C (7.37, -4.10, -3.28)
C (6.35, -3.25, -3.72)
C (2.15, -2.17, -2.26)
S (2.27, -0.77, -1.24)
C (-0.28, -5.10, -2.58)
C (-0.76, -5.30, -3.99)
C (-0.62, -6.54, -4.60)
C (-1.05, -6.72, -5.91)
C (-1.60, -5.66, -6.61)
C (-1.75, -4.42, -6.00)
C (-1.33, -4.24, -4.69)
H (1.85, -5.57, -3.86)
H (2.77, -5.14, -2.41)
H (2.22, -3.34, -4.84)
H (3.79, -4.02, -4.34)
H (4.33, -0.85, -2.74)
H (4.46, -1.59, -4.34)
H (4.91, -2.56, -0.72)
H (6.70, -4.07, 0.04)
H (8.26, -5.08, -1.60)
H (8.07, -4.50, -3.99)
H (6.28, -3.00, -4.77)
H (-1.05, -4.68, -1.93)
H (0.05, -6.04, -2.15)
H (-0.20, -7.37, -4.05)
H (-0.96, -7.69, -6.38)
H (-1.92, -5.80, -7.64)
H (-2.21, -3.60, -6.54)
H (-1.47, -3.27, -4.21)
C (-5.36, 8.92, 8.13)
O (-5.18, 8.84, 6.68)
C (-4.60, 7.85, 6.11)
C (-4.51, 7.93, 4.68)
C (-3.92, 6.92, 3.99)
C (-3.39, 5.79, 4.68)
C (-3.49, 5.72, 6.10)
C (-4.08, 6.71, 6.81)
C (-2.77, 4.75, 3.88)
N (-2.69, 4.79, 2.56)
C (-2.06, 3.65, 2.20)
C (-1.74, 2.88, 3.31)
N (-2.20, 3.60, 4.38)
C (-1.07, 1.62, 3.21)
C (-0.69, 0.75, 4.25)
C (-0.05, -0.44, 3.96)
C (0.21, -0.78, 2.63)
N (-0.14, 0.04, 1.63)
C (-0.76, 1.22, 1.91)
C (-1.07, 2.01, 0.77)
N (-0.68, 1.48, -0.42)
C (-0.93, 2.14, -1.55)
C (-1.60, 3.37, -1.53)
C (-1.99, 3.91, -0.32)
C (-1.72, 3.22, 0.87)
H (-5.87, 9.86, 8.30)
H (-4.39, 8.92, 8.62)
H (-5.98, 8.09, 8.47)
H (-4.92, 8.80, 4.19)
H (-3.84, 6.96, 2.92)
H (-3.10, 4.87, 6.64)
H (-4.15, 6.65, 7.89)
H (-2.14, 3.34, 5.35)
H (-0.89, 1.00, 5.28)
H (0.25, -1.12, 4.74)
H (0.70, -1.70, 2.36)
H (-0.60, 1.69, -2.47)
H (-1.79, 3.88, -2.46)
H (-2.51, 4.86, -0.28)


The following is a quantum chemistry calculation of a molecular structure, C38H32N6O12S2V, from OMol25.

As for the energy above the lowest of the compared OMol25 structures with the same formula, charge and spin: 0.00 kcal per mole. As for the spin multiplicity: 4. For the orbital gap (alpha / beta), the calculation gives 0.1670 / 0.2623 Eh. Its HOMO energy (alpha / beta) is -0.60 / -3.30 eV. Its total charge is -2. Its electronic energy is -120795.757 eV. The LUMO energy (alpha / beta) comes out at 0.14505 / 0.14099 hartree.

Element x y z (Å)
V (0.25, 0.81, -0.06)
O (2.74, -2.11, -1.50)
C (2.43, -1.06, -0.97)
O (1.19, -0.76, -0.70)
C (3.50, -0.06, -0.60)
C (4.81, -0.38, -0.94)
C (5.81, 0.54, -0.70)
C (5.56, 1.77, -0.09)
C (4.26, 2.08, 0.32)
C (3.19, 1.17, 0.01)
O (1.97, 1.54, 0.25)
N (4.04, 3.30, 0.97)
O (4.95, 4.20, 0.87)
O (3.00, 3.48, 1.71)
N (7.17, 0.22, -1.10)
O (8.03, 1.07, -0.96)
O (7.38, -0.85, -1.65)
H (5.02, -1.33, -1.42)
H (6.35, 2.48, 0.09)
C (-7.52, -2.10, -0.60)
C (-6.38, -1.15, -0.33)
C (-5.06, -1.56, -0.49)
C (-4.01, -0.69, -0.27)
C (-4.28, 0.61, 0.13)
C (-5.59, 1.05, 0.29)
C (-6.63, 0.17, 0.06)
S (-2.92, 1.70, 0.50)
O (-3.44, 3.04, 0.35)
O (-2.41, 1.32, 1.79)
N (-1.80, 1.36, -0.61)
C (-2.02, 1.78, -1.91)
C (-3.22, 2.16, -2.49)
C (-3.28, 2.55, -3.84)
C (-2.17, 2.58, -4.64)
C (-0.93, 2.21, -4.09)
C (0.28, 2.22, -4.82)
C (1.45, 1.86, -4.21)
C (1.42, 1.48, -2.86)
N (0.32, 1.46, -2.15)
C (-0.86, 1.82, -2.74)
H (-7.20, -3.13, -0.48)
H (-7.90, -1.98, -1.62)
H (-8.35, -1.92, 0.08)
H (-4.83, -2.58, -0.77)
H (-2.99, -1.03, -0.39)
H (-5.77, 2.07, 0.60)
H (-7.65, 0.50, 0.19)
H (-4.13, 2.18, -1.91)
H (-4.24, 2.84, -4.24)
H (-2.23, 2.89, -5.68)
H (0.26, 2.52, -5.86)
H (2.39, 1.85, -4.74)
H (2.33, 1.18, -2.36)
C (3.32, -6.50, 1.40)
C (2.07, -5.65, 1.33)
C (1.02, -5.88, 2.21)
C (-0.12, -5.09, 2.17)
C (-0.20, -4.06, 1.25)
C (0.83, -3.82, 0.36)
C (1.97, -4.62, 0.40)
S (-1.65, -3.02, 1.17)
O (-2.45, -3.36, 2.33)
O (-2.27, -3.27, -0.12)
N (-1.09, -1.54, 1.15)
C (-0.41, -1.04, 2.21)
C (-0.30, -1.61, 3.50)
C (0.45, -0.96, 4.46)
C (1.09, 0.24, 4.16)
C (0.96, 0.74, 2.89)
N (0.24, 0.12, 1.95)
H (3.08, -7.56, 1.50)
H (3.93, -6.22, 2.26)
H (3.93, -6.37, 0.50)
H (1.09, -6.68, 2.94)
H (-0.94, -5.24, 2.86)
H (0.77, -3.01, -0.35)
H (2.77, -4.40, -0.29)
H (-0.83, -2.52, 3.72)
H (0.53, -1.39, 5.45)
H (1.69, 0.76, 4.89)
H (1.47, 1.64, 2.58)
C (0.31, 4.86, 1.95)
C (0.46, 3.92, 0.79)
C (1.17, 4.43, -0.42)
O (-0.07, 2.82, 0.86)
H (0.24, 5.90, 1.62)
H (1.22, 4.75, 2.54)
H (-0.56, 4.58, 2.55)
H (2.01, 5.05, -0.13)
H (0.45, 5.04, -0.99)
H (1.51, 3.61, -1.04)


The following is a quantum chemistry calculation of a molecular structure, C38H33BBiN2O5P2, from OMol25.

As for the energy above the lowest of the compared OMol25 structures with the same formula, charge and spin: 3.15 kcal per mole. As for the spin multiplicity: 1. For the orbital gap, the calculation gives 0.2750 Eh. Its HOMO energy is -10.68 eV. Its total charge is +1. Its electronic energy is -78246.300 eV. The LUMO energy comes out at -0.11761 hartree.

Element x y z (Å)
Bi (0.19, -0.04, 1.51)
C (1.80, 3.00, 0.44)
N (2.68, 2.58, -0.63)
C (3.60, 1.49, -0.38)
P (2.95, 0.03, 0.56)
C (3.81, -1.32, -0.28)
C (3.36, -1.68, -1.56)
C (4.02, -2.65, -2.28)
C (5.13, -3.29, -1.73)
C (5.58, -2.94, -0.47)
C (4.92, -1.96, 0.26)
C (3.65, 0.11, 2.24)
C (4.30, 1.22, 2.76)
C (4.71, 1.23, 4.09)
C (4.47, 0.13, 4.90)
C (3.82, -0.98, 4.38)
C (3.40, -0.99, 3.06)
C (3.17, 3.57, -1.53)
C (4.44, 3.47, -2.10)
C (4.88, 4.43, -3.00)
C (4.09, 5.51, -3.34)
C (2.83, 5.61, -2.78)
C (2.37, 4.66, -1.89)
P (0.08, 2.29, 0.29)
C (-0.50, 2.70, -1.35)
C (-1.05, 3.95, -1.62)
C (-1.41, 4.27, -2.92)
C (-1.22, 3.36, -3.94)
C (-0.68, 2.11, -3.67)
C (-0.33, 1.77, -2.38)
C (-0.92, 3.14, 1.53)
C (-2.28, 3.36, 1.32)
C (-3.05, 3.93, 2.31)
C (-2.47, 4.29, 3.53)
C (-1.12, 4.06, 3.75)
C (-0.35, 3.48, 2.76)
H (1.69, 4.08, 0.44)
H (2.20, 2.73, 1.42)
H (4.53, 1.81, 0.10)
H (3.88, 1.05, -1.34)
H (2.49, -1.19, -1.98)
H (3.68, -2.92, -3.27)
H (5.64, -4.06, -2.29)
H (6.44, -3.43, -0.04)
H (5.29, -1.68, 1.24)
H (4.51, 2.09, 2.15)
H (5.22, 2.09, 4.49)
H (4.79, 0.13, 5.93)
H (3.63, -1.85, 5.01)
H (2.90, -1.87, 2.67)
H (5.10, 2.66, -1.85)
H (5.87, 4.32, -3.42)
H (4.45, 6.25, -4.04)
H (2.19, 6.45, -3.04)
H (1.37, 4.76, -1.49)
H (-1.19, 4.68, -0.83)
H (-1.84, 5.24, -3.13)
H (-1.51, 3.61, -4.96)
H (-0.54, 1.39, -4.47)
H (0.07, 0.79, -2.16)
H (-2.74, 3.07, 0.38)
H (-4.11, 4.10, 2.15)
H (-3.08, 4.73, 4.30)
H (-0.67, 4.32, 4.70)
H (0.70, 3.29, 2.96)
O (-4.06, 0.25, 1.23)
N (-2.88, 0.32, 0.97)
O (-2.41, 0.57, -0.15)
O (-2.02, 0.14, 1.96)
O (-1.30, -2.69, 0.57)
B (-0.35, -1.81, 0.11)
O (0.30, -2.27, -1.01)
C (-0.28, -3.51, -1.26)
C (0.01, -4.40, -2.27)
C (-0.73, -5.58, -2.27)
C (-1.71, -5.83, -1.31)
C (-1.99, -4.91, -0.30)
C (-1.25, -3.76, -0.31)
H (0.77, -4.20, -3.01)
H (-0.54, -6.32, -3.04)
H (-2.26, -6.76, -1.35)
H (-2.75, -5.09, 0.44)


The following is a quantum chemistry calculation of a molecular structure, C38H33BaCl5N6O3S3 in a non-equilibrium geometry, from OMol25.

As for the energy above the lowest of the compared OMol25 structures with the same formula, charge and spin: 6.69 kcal per mole. As for the spin multiplicity: 1. For the orbital gap, the calculation gives 0.2252 Eh. Its HOMO energy is -7.17 eV. Its total charge is 0. Its electronic energy is -150837.352 eV. The LUMO energy comes out at -0.03838 hartree.

Element x y z (Å)
Ba (1.37, 1.78, -0.44)
C (-6.62, 0.22, -0.04)
C (-5.10, 0.13, -0.30)
C (-4.41, -0.76, -1.02)
C (-3.02, -0.64, -1.21)
C (-2.28, -1.42, -2.09)
N (-2.49, -2.69, -2.24)
C (-2.97, -3.61, -1.28)
C (-2.46, -3.39, 0.15)
C (-0.96, -3.49, 0.02)
N (-0.31, -2.62, 1.00)
C (0.82, -2.83, 1.62)
C (1.48, -1.89, 2.44)
C (2.44, -2.44, 3.31)
C (3.24, -1.64, 4.06)
C (4.47, -2.05, 4.81)
C (2.89, -0.24, 4.07)
C (1.94, 0.32, 3.24)
C (1.75, 1.78, 3.44)
N (1.45, 2.57, 2.47)
C (1.31, 4.02, 2.80)
C (0.29, 4.70, 1.89)
C (-1.10, 4.12, 1.85)
N (-1.33, 3.14, 0.77)
C (-2.49, 2.59, 0.84)
C (-2.99, 1.43, 0.09)
C (-4.32, 1.19, 0.29)
C (-2.25, 0.51, -0.77)
O (-1.07, 0.70, -1.14)
C (1.16, -0.50, 2.35)
O (0.31, -0.12, 1.52)
H (-7.13, -0.78, -0.18)
H (-7.06, 0.86, -0.77)
H (-6.75, 0.46, 1.03)
H (-5.02, -1.55, -1.53)
H (-1.49, -0.87, -2.57)
H (-1.95, -3.06, -3.00)
H (-2.57, -4.55, -1.62)
H (-4.03, -3.66, -1.23)
H (-2.87, -4.11, 0.85)
H (-2.77, -2.45, 0.63)
H (-0.57, -3.17, -0.93)
H (-0.56, -4.44, 0.18)
H (-0.54, -1.56, 1.02)
H (1.24, -3.81, 1.49)
H (2.63, -3.50, 3.35)
H (4.45, -3.07, 5.26)
H (4.84, -1.43, 5.61)
H (5.31, -2.05, 4.10)
H (3.47, 0.46, 4.65)
H (1.89, 2.22, 4.46)
H (2.36, 4.31, 2.53)
H (1.21, 4.25, 3.89)
H (0.69, 4.71, 0.82)
H (0.45, 5.84, 2.02)
H (-1.81, 4.93, 1.93)
H (-1.22, 3.50, 2.76)
H (-3.19, 2.91, 1.66)
H (-4.93, 1.85, 0.93)
Cl (6.74, -3.34, 2.35)
C (5.56, -2.38, 1.46)
C (5.64, -1.01, 1.43)
Cl (6.61, -0.14, 2.61)
C (4.73, -0.29, 0.67)
Cl (4.57, 1.47, 0.84)
C (3.72, -0.86, -0.11)
O (2.89, -0.20, -0.79)
C (3.74, -2.35, -0.10)
Cl (2.66, -3.19, -1.17)
C (4.52, -3.04, 0.74)
Cl (4.27, -4.69, 0.85)
S (-1.98, 4.22, -5.41)
C (-0.75, 3.99, -4.30)
S (0.01, 5.26, -3.45)
C (1.16, 4.13, -2.72)
N (0.96, 2.88, -3.14)
N (-0.16, 2.84, -3.92)
C (-0.53, 1.50, -4.30)
C (0.48, 0.59, -4.56)
C (0.18, -0.63, -5.12)
C (-1.20, -0.93, -5.40)
C (-2.16, -0.01, -5.00)
C (-1.90, 1.19, -4.42)
S (2.37, 4.47, -1.61)
H (1.54, 0.91, -4.41)
H (0.92, -1.32, -5.54)
H (-1.55, -1.83, -5.92)
H (-3.17, -0.21, -5.29)
H (-2.67, 1.89, -4.14)


The following is a quantum chemistry calculation of a molecular structure, C38H33NO2P3Pt, from OMol25.

As for the energy above the lowest of the compared OMol25 structures with the same formula, charge and spin: 0.00 kcal per mole. As for the spin multiplicity: 3. For the orbital gap (alpha / beta), the calculation gives 0.2522 / 0.2557 Eh. Its HOMO energy (alpha / beta) is -9.38 / -11.25 eV. Its total charge is +1. Its electronic energy is -76632.360 eV. The LUMO energy (alpha / beta) comes out at -0.09266 / -0.15765 hartree.

Element x y z (Å)
Pt (0.46, 0.77, 1.21)
N (-2.00, -0.52, 0.23)
P (-1.59, 1.08, -0.19)
C (-2.95, 1.63, -1.24)
C (-4.24, 1.73, -0.73)
C (-5.28, 2.15, -1.55)
C (-5.02, 2.48, -2.88)
C (-3.73, 2.39, -3.39)
C (-2.69, 1.97, -2.57)
C (-1.70, 2.08, 1.34)
C (-1.49, 3.46, 1.20)
C (-1.23, 4.24, 2.31)
C (-1.15, 3.66, 3.58)
C (-1.36, 2.31, 3.73)
C (-1.63, 1.50, 2.62)
P (-0.62, -1.26, 0.87)
C (-1.24, -2.38, 2.13)
C (-2.02, -3.48, 1.77)
C (-2.54, -4.30, 2.75)
C (-2.28, -4.03, 4.09)
C (-1.50, -2.95, 4.45)
C (-0.98, -2.12, 3.47)
C (0.24, -2.26, -0.36)
C (0.36, -1.71, -1.57)
C (1.48, -2.09, -2.47)
C (1.95, -3.55, -2.42)
C (1.68, -4.29, -1.09)
C (1.08, -3.43, 0.06)
H (-2.83, -1.01, -0.09)
H (-4.44, 1.50, 0.31)
H (-6.28, 2.23, -1.16)
H (-5.82, 2.81, -3.52)
H (-3.53, 2.66, -4.42)
H (-1.68, 1.90, -2.96)
H (-1.52, 3.91, 0.22)
H (-1.09, 5.31, 2.20)
H (-0.92, 4.28, 4.44)
H (-1.30, 1.85, 4.71)
H (-1.91, 0.47, 2.77)
H (-2.20, -3.71, 0.72)
H (-3.14, -5.16, 2.48)
H (-2.69, -4.68, 4.86)
H (-1.29, -2.75, 5.49)
H (-0.36, -1.27, 3.74)
H (-0.24, -0.84, -1.84)
H (1.33, -1.72, -3.49)
H (1.82, -4.13, -3.33)
H (1.30, -5.31, -1.17)
H (0.55, -4.04, 0.79)
O (3.78, 2.37, 3.14)
C (3.04, 1.85, 2.35)
O (1.79, 1.54, 2.62)
C (3.57, 1.52, 0.93)
P (2.34, 0.74, -0.16)
C (2.08, 1.81, -1.60)
C (1.74, 3.13, -1.28)
C (1.42, 4.04, -2.28)
C (1.43, 3.64, -3.61)
C (1.76, 2.33, -3.93)
C (2.09, 1.42, -2.93)
C (2.84, -0.96, -0.53)
C (2.89, -1.64, -1.87)
C (3.35, -3.12, -1.89)
C (3.12, -3.95, -0.61)
C (2.57, -3.14, 0.58)
C (2.82, -1.68, 0.60)
H (4.43, 0.87, 1.04)
H (3.92, 2.45, 0.48)
H (1.71, 3.46, -0.25)
H (1.17, 5.06, -2.02)
H (1.19, 4.34, -4.39)
H (1.77, 2.01, -4.96)
H (2.34, 0.41, -3.21)
H (3.46, -1.05, -2.58)
H (4.27, -3.32, -2.44)
H (3.86, -4.70, -0.38)
H (2.75, -3.61, 1.54)
H (2.74, -1.19, 1.57)